# C16H24N8

A cluster of 8 separate species, C16H24N8 in total (ωB97M-V/def2-TZVPD, the Open Molecules 2025 dataset).

The geometry in XYZ format:
```
48
Properties=species:S:1:pos:R:3:forces:R:3:nbo_charge:R:1
C 0.631129 -2.266948 3.663894 0.0 -0.3 -0.5 -0.74
C 0.485279 -0.837430 3.925915 0.0 0.4 -0.4 0.32
N 0.415800 0.310518 4.015398 0.0 -0.6 0.0 -0.38
H 1.617418 -2.624961 3.965326 -0.2 0.0 0.2 0.27
H 0.547351 -2.464532 2.592267 0.2 0.4 -0.1 0.28
H -0.181923 -2.863343 4.067841 0.1 0.1 0.6 0.25
C -3.274979 -0.053373 1.601118 0.9 -0.7 0.4 -0.73
C -2.924498 0.353562 0.243099 -0.2 -0.4 0.2 0.32
N -2.598400 0.587348 -0.832424 0.0 0.2 -0.1 -0.39
H -4.225965 0.320137 1.933362 -0.3 0.4 0.0 0.27
H -2.481834 0.293977 2.284284 -0.5 0.0 -0.2 0.27
H -3.283727 -1.150411 1.691919 0.0 0.3 -0.4 0.25
C 0.570732 0.885936 0.356330 0.3 1.1 -1.2 -0.75
C 0.186778 -0.482429 0.262146 -0.7 0.1 0.0 0.35
N -0.170611 -1.563361 0.194649 -0.1 -1.1 0.0 -0.41
H 1.647586 0.846240 0.272884 0.4 0.4 0.3 0.27
H 0.233410 1.338542 1.275992 0.0 0.0 0.4 0.26
H 0.217013 1.491138 -0.521014 0.1 -0.7 0.8 0.28
C 1.830055 0.051971 -4.615952 0.6 0.5 0.5 -0.72
C 2.239378 0.356203 -3.239519 0.0 -0.2 -0.6 0.33
N 2.575936 0.633124 -2.180755 0.0 0.0 0.4 -0.39
H 1.197651 -0.805171 -4.634850 -0.6 -0.7 0.0 0.27
H 2.693647 -0.132329 -5.251093 0.1 0.0 0.1 0.26
H 1.300268 0.913533 -4.986199 -0.3 0.2 -0.3 0.26
C -2.692417 -2.666580 -2.812007 -1.1 -1.1 -1.3 -0.72
C -1.773341 -2.927430 -3.923148 0.0 0.4 0.6 0.31
N -0.996265 -3.074186 -4.750888 0.2 -0.1 -0.4 -0.37
H -2.155158 -2.574650 -1.906555 0.6 0.1 1.0 0.27
H -3.383847 -3.554278 -2.759419 0.5 1.1 0.1 0.25
H -3.230392 -1.734186 -2.997359 -0.1 -0.2 0.0 0.27
C 2.103034 -3.770367 -0.961919 -1.2 1.1 0.6 -0.72
C 2.584273 -3.685893 0.399841 0.9 0.5 1.7 0.31
N 3.060850 -3.506573 1.441902 -0.8 -0.4 -1.2 -0.37
H 1.598335 -2.809830 -1.189100 0.2 -0.6 0.0 0.27
H 1.386467 -4.569347 -1.072732 -0.1 -0.3 -0.2 0.25
H 2.946578 -3.874805 -1.581759 0.9 -0.3 -1.0 0.25
C 2.664118 3.553998 1.183853 0.4 0.4 0.2 -0.73
C 1.705522 4.574864 0.762651 -0.5 0.7 -0.8 0.30
N 0.959367 5.337350 0.312204 0.7 -0.8 0.7 -0.35
H 2.329459 3.094955 2.117562 0.2 0.0 -0.1 0.26
H 3.688248 3.967009 1.282876 -0.7 0.0 0.2 0.26
H 2.725389 2.810878 0.403648 -0.1 -0.3 -0.2 0.26
C -1.807520 3.990269 1.400438 0.1 -0.4 0.3 -0.72
C -2.743916 3.208958 2.200907 -0.8 0.3 0.4 0.31
N -3.544930 2.609868 2.773436 0.5 0.4 -0.2 -0.37
H -1.780770 3.470353 0.455566 0.2 0.2 -0.6 0.26
H -0.822946 3.947860 1.851759 0.1 0.0 0.0 0.25
H -2.067609 5.043837 1.283602 -0.2 -0.3 0.0 0.27
```
Forces are in eV/Å.

# C5H3NO

An isolated molecule of C5H3NO (ωB97M-V/def2-TZVPD, the Open Molecules 2025 dataset).

The geometry in XYZ format:
```
10
Properties=species:S:1:pos:R:3:forces:R:3:nbo_charge:R:1
C 2.405948 -0.640431 1.710552 4.5 0.3 7.8 -0.16
C 1.524244 -0.424361 0.973987 -5.0 -0.4 -4.3 -0.11
C 0.293821 -0.402714 0.123874 -0.6 1.0 -0.8 0.42
C -1.781006 0.187410 -0.585880 1.6 -0.6 0.3 -0.15
C -0.829865 0.450227 -1.617024 -4.7 1.3 2.9 0.07
H 2.951958 -0.537106 2.920264 -1.7 -0.6 -4.9 0.29
H -2.924785 0.641510 -0.351274 3.6 -2.1 -0.9 0.26
H -1.048384 1.126481 -2.490906 1.2 -1.2 0.9 0.23
N -0.936783 -0.558156 0.430034 -2.9 1.8 0.8 -0.43
O 0.344852 0.157141 -1.113626 4.0 0.5 -1.8 -0.41
```
Forces are in eV/Å.

# C2H5NOS

An isolated molecule of C2H5NOS (ωB97M-V/def2-TZVPD, the Open Molecules 2025 dataset).

The geometry in XYZ format:
```
10
Properties=species:S:1:pos:R:3:forces:R:3:nbo_charge:R:1
C -0.439368 0.316898 -0.165988 0.2 0.7 -0.4 -0.34
C 0.289253 -0.913436 0.344896 0.8 -0.4 1.1 0.20
H 1.019064 1.040704 -1.402194 -0.8 1.1 1.8 0.37
H 0.911989 1.796777 0.178834 -0.1 -0.6 -1.2 0.37
H -1.184062 0.086274 -0.943601 0.2 -0.3 0.2 0.21
H -0.985220 0.743846 0.660864 -0.5 -0.2 0.5 0.22
H -1.382813 -1.619267 0.625621 -0.2 -0.4 0.7 0.47
N 0.378469 1.421584 -0.631758 1.1 -0.8 -1.0 -0.81
O -0.520163 -1.789102 1.044181 0.4 1.0 -1.7 -0.65
S 1.912851 -1.084278 0.289145 -1.0 -0.2 0.1 -0.04
```
Forces are in eV/Å.

# C5H20N10O5

A cluster of 5 separate species, C5H20N10O5 in total (ωB97M-V/def2-TZVPD, the Open Molecules 2025 dataset).

The geometry in XYZ format:
```
40
Properties=species:S:1:pos:R:3:forces:R:3:nbo_charge:R:1
C 26.541522 -2.739208 -0.318302 0.3 0.0 -0.5 0.77
O 27.606480 -3.145570 0.101890 0.1 0.0 0.2 -0.65
N 25.487625 -2.446899 0.495808 -0.4 0.0 0.4 -0.86
N 26.313659 -2.523915 -1.655544 -0.6 0.0 0.2 -0.85
H 24.565174 -2.169910 0.209436 0.2 0.1 -0.1 0.39
H 25.615289 -2.586477 1.480606 0.1 -0.1 0.0 0.40
H 27.033468 -2.682609 -2.333204 0.2 0.0 0.1 0.42
H 25.397832 -2.266569 -1.972459 0.1 0.1 -0.2 0.37
C 23.034554 1.061195 -3.570555 0.3 -0.1 -0.9 0.77
O 23.713133 0.522597 -4.432056 0.1 0.2 0.3 -0.65
N 22.720526 2.386209 -3.596998 -0.4 0.4 0.6 -0.85
N 22.502413 0.327258 -2.543490 -0.1 0.2 -0.5 -0.86
H 21.984425 2.761688 -3.026647 0.1 0.0 0.1 0.38
H 23.181065 3.035412 -4.205783 0.1 -0.4 -0.3 0.41
H 22.097094 0.744378 -1.727863 0.1 -0.1 0.1 0.39
H 22.808695 -0.624813 -2.593058 -0.2 -0.1 0.4 0.40
C 21.685197 -1.288400 0.395450 -1.5 -1.7 0.6 0.78
O 22.779757 -1.137801 0.921925 0.1 0.6 -0.6 -0.70
N 20.517343 -0.850484 0.971186 0.7 0.3 -0.4 -0.84
N 21.449419 -2.094005 -0.693808 0.6 0.6 0.1 -0.84
H 20.582338 -0.408660 1.868661 -0.2 0.0 0.0 0.41
H 19.632394 -1.097069 0.568465 -0.1 0.2 0.2 0.40
H 20.520977 -2.308648 -1.006760 0.1 0.0 -0.1 0.40
H 22.230778 -2.490161 -1.181936 0.0 -0.1 0.0 0.41
C 24.736707 2.023633 0.924490 0.2 0.1 0.2 0.79
O 25.548847 2.937127 0.805939 -0.1 0.2 0.1 -0.71
N 24.494686 1.135595 -0.071745 -0.2 0.3 0.0 -0.86
N 24.025551 1.802453 2.072759 -0.3 -0.4 -0.3 -0.85
H 25.064997 1.227741 -0.895193 0.0 -0.2 -0.1 0.42
H 23.876459 0.353721 0.070289 0.3 -0.1 0.0 0.41
H 24.029407 2.449459 2.836753 0.2 0.2 -0.1 0.41
H 23.333668 1.071639 2.054832 0.1 0.0 0.2 0.39
C 27.938548 1.496375 -1.443901 0.1 0.4 1.1 0.77
O 28.616888 0.683878 -2.041843 -0.1 0.0 -0.3 -0.67
N 27.035280 2.325297 -2.073820 0.2 -0.8 -0.5 -0.89
N 28.013009 1.682378 -0.089755 0.1 0.0 -0.4 -0.87
H 27.110975 2.220783 -3.070475 -0.4 0.4 -0.1 0.41
H 26.520911 3.061187 -1.627608 0.1 0.1 0.1 0.41
H 28.620917 1.066840 0.416614 0.0 0.0 0.0 0.40
H 27.365084 2.289527 0.386859 -0.1 -0.1 0.1 0.42
```
Forces are in eV/Å.

ΔE to the lowest compared entry with this formula, charge and spin, record by record: 33.2 435.0 118.1 34.2 kJ/mol
Max |F|, record by record: 2.05 9.01 2.28 2.31 eV/Å